1.
Below is C18H24I2N2O3RuS2Ti as an isolated structure in a non-equilibrium geometry, with properties calculated with ωB97M-V with the def2-TZVPD basis set.

Values from the calculation:
Electronic energy = -3370.027354 a.u.
Orbital gap (alpha / beta) = 6.7 / 4.9 eV
HOMO energy (alpha / beta) = -20.123 / -20.864 eV
LUMO energy (alpha / beta) = -13.4 / -16.0 eV

Structure (ORCA input):
```
! wB97M-V def2-TZVPD RIJCOSX def2/J DEFGRID3
* xyz 4 7
I 0.212 -1.180 -4.983
I 0.398 -3.566 -0.443
Ru 0.526 -0.973 -0.110
Ti 0.361 -0.028 -2.802
S -1.393 -0.830 -1.485
S 2.043 -1.188 -1.765
O 2.466 2.228 -4.080
O 2.067 1.024 1.503
O -0.933 2.889 -3.856
N -1.900 -1.966 3.581
N -0.773 -0.944 1.975
C -2.144 0.011 5.138
C -1.309 -2.087 2.357
C 4.489 -1.739 -0.380
C 4.035 -0.814 -1.482
C 1.421 0.280 0.850
C -0.760 1.371 3.028
C 1.908 1.439 -3.443
C -2.490 1.663 -0.580
C -3.019 0.361 -1.146
C 4.186 0.656 -1.166
C -0.541 1.948 -3.289
C -3.877 -0.395 -0.143
C -1.818 1.375 5.234
C -1.140 2.045 4.195
C -3.702 0.487 -2.496
C 4.534 -1.184 -2.874
C -1.036 0.006 2.949
C -1.742 -0.640 3.989
H 3.812 0.900 -0.163
H -3.345 2.322 -0.334
H -1.836 2.181 -1.298
H -0.248 1.856 2.199
H 4.034 -1.468 0.577
H 4.225 -2.777 -0.595
H 3.635 1.276 -1.888
H 4.081 -0.539 -3.642
H -2.090 1.941 6.126
H -3.073 0.992 -3.232
H 5.625 -1.070 -2.925
H 5.578 -1.674 -0.269
H -1.264 -3.008 1.780
H -4.125 -1.396 -0.523
H -2.353 -2.726 4.087
H -1.913 1.482 0.344
H -3.958 -0.505 -2.880
H -2.677 -0.544 5.909
H -3.361 -0.505 0.822
H 5.257 0.920 -1.218
H -4.632 1.062 -2.384
H -4.823 0.148 0.036
H -0.899 3.110 4.306
H 4.278 -2.226 -3.113
*
```

2.
Below is one molecule with the formula C18H24N2O4S, with properties calculated with ωB97M-V with the def2-TZVPD basis set.

Values from the calculation:
Electronic energy = -1508.979395 a.u.
Orbital gap = 8.8 eV
HOMO energy = -8.179 eV
LUMO energy = 0.6 eV
SMILES = CCOCCCNC(=O)c1cccc(NC(=O)C2=C(C)OCCS2)c1

Structure (ORCA input):
```
! wB97M-V def2-TZVPD RIJCOSX def2/J DEFGRID3
* xyz 0 1
S 2.800 -3.433 -1.758
O 1.270 2.891 -0.086
O -0.959 -3.814 -0.668
O 2.196 -6.484 -1.411
O -1.860 4.153 1.639
N -0.634 3.802 -0.894
N 0.452 -2.038 -0.871
C 3.946 -4.804 -1.451
C 0.032 -6.313 -0.559
C -2.511 0.049 -0.125
C 3.356 -6.053 -2.081
C -1.752 -1.082 -0.371
C 0.182 0.316 -0.647
C -0.195 5.169 -0.774
C 0.107 2.771 -0.427
C 1.225 -5.588 -1.098
C -0.793 2.551 3.187
C -1.947 1.311 -0.151
C -0.588 1.448 -0.424
C 1.302 -4.244 -1.214
C 0.152 -3.369 -0.890
C -1.981 3.452 2.856
C -0.966 5.927 0.312
C -0.389 -0.954 -0.630
C -0.914 5.204 1.656
H -3.563 -0.062 0.092
H -0.303 -5.875 0.377
H 1.240 0.440 -0.834
H -2.548 2.175 0.086
H -2.201 -2.060 -0.352
H -1.162 5.902 2.472
H 0.098 4.816 1.828
H -2.881 2.841 2.735
H 4.895 -4.534 -1.908
H -0.316 5.678 -1.737
H -0.797 -6.243 -1.260
H 0.097 3.135 3.403
H -2.013 6.028 0.021
H -1.032 1.948 4.059
H 1.417 -1.782 -1.040
H 4.054 -6.893 -2.013
H 0.304 -7.356 -0.415
H 0.868 5.129 -0.523
H -0.537 6.923 0.419
H -2.150 4.165 3.679
H 4.066 -4.929 -0.374
H -1.619 3.656 -1.047
H 3.130 -5.860 -3.138
H -0.579 1.892 2.349
*
```

3.
Below is one molecule with the formula C18H24N2O4S, with properties calculated with ωB97M-V with the def2-TZVPD basis set.

Values from the calculation:
Electronic energy = -1508.893019 a.u.
Orbital gap = 8.0 eV
HOMO energy = -8.609 eV
LUMO energy = -0.6 eV
SMILES = CC(C)=CCC[C@H](C)CCC1=C(CCSc2nnco2)C(=O)OC1=O

Structure (ORCA input):
```
! wB97M-V def2-TZVPD RIJCOSX def2/J DEFGRID3
* xyz 0 1
S 0.233 0.116 4.394
O 4.452 -2.511 0.283
O 5.071 -1.287 2.076
O -1.845 1.238 3.089
O 3.314 -2.644 -1.647
N -0.953 2.990 2.118
N 0.040 2.340 2.833
C 0.685 -2.207 0.129
C 2.155 -2.095 0.438
C 2.722 -1.624 1.556
C -0.518 1.321 3.390
C 4.203 -1.744 1.410
C 2.219 -1.042 2.838
C -1.556 2.693 -1.600
C 0.709 -1.071 3.071
C -2.980 3.215 -1.492
C -2.025 2.307 2.297
C 0.261 -2.784 -1.241
C -0.730 -1.873 -1.986
C -0.051 0.680 -1.853
C -1.307 1.489 -2.120
C -1.953 -1.528 -1.131
C 3.292 -2.476 -0.471
C -0.481 3.623 -1.104
C -0.007 -0.650 -2.618
H 0.242 -2.815 0.921
H -0.231 -3.745 -1.066
H -3.590 2.480 -0.968
H 1.040 -0.937 -2.754
H 0.835 1.248 -2.160
H 1.110 -2.964 -1.893
H -0.459 4.487 -1.773
H 0.129 -0.779 2.203
H -0.672 3.956 -0.082
H -2.994 2.525 1.880
H 2.577 -0.010 2.908
H -0.418 -0.483 -3.616
H -3.426 3.434 -2.465
H 0.251 -1.212 0.225
H -2.821 -1.280 -1.744
H 0.505 3.160 -1.129
H -1.775 -0.732 -0.407
H -2.035 1.007 -2.772
H 0.377 -2.046 3.427
H -1.102 -2.470 -2.824
H -2.240 -2.415 -0.554
H 0.035 0.546 -0.772
H 2.704 -1.571 3.664
H -2.990 4.140 -0.912
*
```

Respective relative energy (zero: lowest compared OMol25 entry of this formula, charge and spin) values: 0.0 132.1 358.9 kJ/mol.